[1]
CH4N2O | ωB97M-V with the def2-TZVPD basis set

Results
Net charge = 0
HOMO level = -9.7 eV
Relative energy (zero: lowest compared OMol25 entry of this formula, charge and spin) = 91.88 kcal per mole
Kohn-Sham gap = 0.3881 Eh

Last column: Löwdin charge in e.
Element x y z (Å)
C 1.053 0.336 0.007  -0.370
H -0.418 -1.398 -0.604  0.166
H -1.519 -0.849 1.005  0.150
H -0.699 1.482 -0.472  0.215
H 1.609 1.279 -0.227  0.126
N -1.184 -0.587 -0.106  -0.100
N -0.321 0.543 0.279  -0.169
O 1.480 -0.805 0.118  -0.018

=====

[2]
CH4N2O | ωB97M-V with the def2-TZVPD basis set

Results
Net charge = 0
HOMO level = -10.1 eV
Relative energy (zero: lowest compared OMol25 entry of this formula, charge and spin) = 30.91 kcal per mole
Kohn-Sham gap = 0.3938 Eh

Last column: Löwdin charge in e.
Element x y z (Å)
C -0.514 0.219 1.285  -0.484
N -0.786 1.354 1.094  0.189
N 0.592 -0.555 -1.425  0.006
O -0.310 -0.906 1.461  0.147
H 0.914 -1.545 -1.245  0.041
H -0.304 2.282 1.021  0.129
H -0.329 -0.798 -1.662  -0.019
H 0.736 -0.051 -0.528  -0.010

=====

[3]
CH4N2O2 | ωB97M-V with the def2-TZVPD basis set

Results
Net charge = 0
HOMO level = -9.8 eV
Relative energy (zero: lowest compared OMol25 entry of this formula, charge and spin) = 96.71 kcal per mole
Kohn-Sham gap = 0.3809 Eh

Last column: Löwdin charge in e.
Element x y z (Å)
C -0.192 -0.652 -1.175  -0.133
N -0.200 1.816 0.064  -0.275
N 0.620 1.258 0.807  0.127
O -0.013 2.312 -1.090  -0.069
O -0.186 -0.543 0.022  -0.079
H 0.487 -1.423 -1.640  0.093
H -1.131 1.707 0.425  0.161
H -0.965 -0.091 -1.823  0.102
H 1.548 1.229 0.499  0.072

=====

[4]
CH4N2O2 | ωB97M-V with the def2-TZVPD basis set

Results
Net charge = 0
HOMO level = -9.6 eV
Relative energy (zero: lowest compared OMol25 entry of this formula, charge and spin) = 109.12 kcal per mole
Kohn-Sham gap = 0.3835 Eh

Last column: Löwdin charge in e.
Element x y z (Å)
C -0.209 0.235 0.363  -0.511
N -0.009 1.460 -0.035  0.079
O 1.181 -0.272 -0.236  -0.100
O 0.982 -1.412 -1.110  0.013
N -0.886 -0.699 0.851  0.120
H 0.288 -1.868 -0.584  0.088
H -0.581 2.219 0.306  0.078
H 1.064 0.791 -0.672  0.167
H -1.831 -0.453 1.118  0.066